(1)
{"formula": "C20H20ClCoN2OSe2", "method": "ωB97M-V with the def2-TZVPD basis set", "species": ["H", "H", "C", "C", "C", "C", "H", "O", "H", "H", "Se", "C", "H", "Se", "C", "H", "Co", "N", "C", "C", "C", "H", "H", "H", "C", "H", "H", "C", "Cl", "C", "C", "H", "H", "H", "N", "H", "H", "C", "C", "C", "C", "C", "H", "C", "H", "H", "C"], "positions_angstrom": [[1.311, 3.634, 4.412], [0.436, -0.630, 3.534], [0.263, -3.164, 3.245], [-0.049, -5.083, 1.750], [-0.841, 4.005, -0.952], [0.963, 3.275, 3.453], [4.593, -1.802, -0.283], [0.152, -2.103, -0.196], [-0.662, 1.146, -4.383], [-0.184, -6.149, 1.631], [0.125, -0.787, -3.027], [0.581, 1.408, 1.974], [0.993, 1.488, -3.817], [2.957, 0.016, -0.832], [0.295, -2.296, 2.181], [0.419, 5.212, 2.745], [0.418, -0.118, -0.547], [0.517, 0.047, 1.593], [3.552, -1.645, -0.016], [1.945, -1.494, -3.142], [0.099, -4.549, 3.051], [-0.150, -4.619, -0.330], [3.471, -1.519, 1.061], [1.410, 1.233, 3.941], [0.135, 2.313, 0.977], [2.095, -1.787, -4.182], [3.034, 0.381, -3.285], [-0.681, 2.628, -1.163], [0.063, -5.576, 4.388], [1.013, 1.894, 3.182], [3.041, -0.541, -2.705], [4.021, -0.999, -2.845], [-0.551, 5.596, 0.443], [0.709, 0.359, -5.175], [-0.208, 1.807, -0.245], [-0.945, 2.187, -2.116], [2.937, -2.478, -0.344], [0.049, 3.688, 1.260], [-0.027, -4.249, 0.679], [-0.462, 4.534, 0.251], [0.436, -0.877, 2.471], [0.330, 0.731, -4.226], [0.362, -2.796, 4.259], [0.475, 4.154, 2.527], [-1.244, 4.622, -1.742], [1.932, -2.406, -2.545], [0.146, -2.826, 0.834]], "relative_energy_kcal_mol": 0.0, "total_charge": 2, "e_lumo_ev": [-6.63, -8.81], "molar_mass_g_mol": 556.7, "multiplicity": 5, "homo_ev": [-14.296, -14.533], "energy_ev": -206920.8888}


(2)
{"formula": "C4H11N2", "method": "ωB97M-V with the def2-TZVPD basis set", "species": ["C", "N", "C", "H", "H", "H", "H", "H", "H", "H", "N", "C", "H", "H", "C", "H", "H"], "positions_angstrom": [[-1.441, 0.927, -0.211], [-1.292, -0.531, -0.868], [1.740, -0.701, 1.087], [-1.840, -0.597, -1.719], [0.324, 2.040, 0.363], [-0.156, 1.121, 1.651], [-1.754, -1.222, -0.215], [2.308, 0.187, 1.569], [-2.282, 0.999, 0.392], [0.535, -1.767, -1.277], [0.877, -0.036, 0.017], [0.378, -0.642, -1.072], [2.421, -1.463, 0.753], [0.486, -0.020, -1.960], [-0.068, 1.085, 0.552], [-1.432, 1.669, -1.031], [1.198, -1.048, 1.968]], "relative_energy_kcal_mol": 58.2, "smiles": "CN1CC[NH2+]C1", "total_charge": 1, "e_lumo_ev": -3.29, "molar_mass_g_mol": 87.1, "homo_ev": -13.393, "energy_ev": -7298.4246}


(3)
{"formula": "C3H5N3O", "method": "ωB97M-V with the def2-TZVPD basis set", "species": ["H", "C", "H", "N", "N", "C", "H", "N", "O", "H", "H", "C"], "positions_angstrom": [[-0.574, 2.347, 0.080], [0.235, 0.666, -0.018], [-2.671, -0.018, -0.908], [-0.095, -1.498, 0.072], [-2.095, -0.078, 0.017], [-0.708, -0.269, -0.021], [-2.540, -0.705, 0.637], [0.374, 2.028, -0.031], [1.469, 0.028, -0.125], [1.905, -2.003, 0.068], [0.913, 2.229, 0.814], [1.126, -1.269, 0.022]], "relative_energy_kcal_mol": 35.1, "smiles": "Nc1ncoc1N", "total_charge": 0, "e_lumo_ev": 0.90, "molar_mass_g_mol": 99.1, "homo_ev": -8.244, "energy_ev": -9709.0606}


(4)
{"formula": "C5H8O2", "method": "ωB97M-V with the def2-TZVPD basis set", "species": ["H", "C", "H", "C", "C", "H", "H", "H", "H", "H", "O", "C", "H", "C", "O"], "positions_angstrom": [[-0.614, -1.299, 1.681], [-0.912, 1.170, 0.436], [-1.049, 0.608, -1.892], [2.099, -0.881, -0.091], [-0.520, -0.129, -0.231], [-0.373, 1.304, 1.384], [2.704, -0.199, -0.685], [-1.987, 1.155, 0.640], [2.615, -1.707, 0.394], [0.245, 2.425, -0.500], [-0.706, 2.260, -0.451], [-0.418, -1.379, 0.612], [-0.768, -2.299, 0.147], [0.792, -0.758, 0.042], [-1.109, -0.272, -1.487]], "relative_energy_kcal_mol": 56.7, "smiles": "C=C1C[C@@]1(O)CO", "total_charge": 0, "e_lumo_ev": 0.74, "molar_mass_g_mol": 100.1, "homo_ev": -9.669, "energy_ev": -9407.3745}


(5)
{"formula": "C10H14N2", "method": "ωB97M-V with the def2-TZVPD basis set", "species": ["C", "C", "H", "H", "H", "C", "H", "N", "H", "N", "C", "H", "H", "C", "C", "C", "H", "C", "H", "C", "H", "H", "H", "H", "C", "H"], "positions_angstrom": [[-0.489, 1.908, 0.443], [0.692, 0.219, -0.072], [2.669, 1.145, 0.067], [-1.256, -2.188, -0.769], [-0.163, -1.135, 2.974], [-0.621, 2.873, -0.500], [-1.794, 0.731, 3.260], [-0.564, 3.633, -1.348], [-0.853, -0.707, -2.901], [-0.131, -0.435, -0.956], [0.923, -0.505, 1.269], [1.902, -0.201, 1.583], [-2.256, -0.854, -0.819], [2.001, 0.767, -0.709], [-0.016, -0.286, -2.383], [-0.117, -0.209, 2.403], [0.054, 0.758, -2.740], [-1.049, 0.769, 2.517], [-1.343, -1.116, 0.653], [-1.273, 1.717, 1.493], [0.719, -1.620, 0.934], [2.598, 0.069, -1.237], [1.752, 1.488, -1.557], [-2.160, 2.294, 1.442], [-1.305, -1.185, -0.448], [0.872, -0.913, -2.915]], "relative_energy_kcal_mol": 100.6, "total_charge": 0, "e_lumo_ev": 0.22, "molar_mass_g_mol": 162.2, "homo_ev": -7.921, "energy_ev": -13572.8255}


(6)
{"formula": "C36H28IrN2O8Te", "method": "ωB97M-V with the def2-TZVPD basis set", "species": ["C", "H", "H", "C", "Te", "C", "C", "C", "C", "C", "C", "O", "H", "C", "N", "H", "H", "H", "N", "H", "H", "H", "C", "C", "C", "H", "O", "C", "H", "O", "H", "C", "C", "H", "H", "O", "C", "H", "C", "C", "H", "C", "O", "C", "O", "H", "C", "C", "H", "C", "C", "O", "C", "C", "C", "C", "C", "C", "H", "H", "C", "C", "C", "H", "H", "Ir", "H", "H", "C", "O", "C", "H", "H", "H", "H", "C"], "positions_angstrom": [[2.161, -4.386, -0.245], [-3.605, -1.346, 1.652], [2.303, 3.657, -2.504], [1.778, 0.362, -1.914], [-2.767, 1.275, 0.083], [1.706, 4.884, 2.269], [-4.411, -1.192, 0.948], [-1.643, -2.817, 3.623], [3.666, 0.718, -3.400], [-2.655, 1.163, -2.051], [0.082, -0.730, 3.174], [1.413, 0.316, 1.475], [-0.373, -0.036, 5.130], [-1.169, 1.348, -2.321], [-0.110, -1.663, 2.247], [3.062, 2.823, -0.037], [1.996, 5.555, 3.067], [3.156, -0.656, 0.014], [-0.677, 2.088, -1.157], [-1.937, -1.963, 5.571], [-7.311, -0.573, -1.530], [4.916, 2.467, -4.935], [0.561, 2.330, -0.955], [2.399, -2.370, 1.050], [0.957, 3.185, 0.190], [3.693, 3.727, -4.777], [-0.793, -3.073, 0.092], [2.301, 3.362, 0.509], [-0.967, 1.903, -3.239], [-1.335, -0.252, 0.223], [-3.068, 0.229, -2.422], [-1.170, -3.467, 1.182], [0.981, 0.418, 2.734], [3.719, 4.330, 1.786], [-5.451, 1.013, -1.421], [0.895, -0.522, -1.432], [-1.416, -1.874, 4.627], [-7.332, -2.572, -0.074], [-0.966, -2.668, 2.433], [2.842, -2.330, -1.332], [-0.693, 0.373, -2.396], [2.812, -1.678, -0.080], [1.300, 1.297, 3.482], [2.081, -3.751, 0.962], [3.810, -2.155, -3.470], [-1.058, 3.744, 0.693], [2.451, 2.584, -2.574], [3.459, 2.089, -3.399], [1.813, -4.295, 1.860], [2.533, -3.664, -1.399], [-5.469, -2.088, 0.872], [-1.783, -4.619, 1.369], [-0.010, 3.863, 0.934], [-0.552, -0.815, 4.402], [2.672, 4.207, 1.544], [-6.509, -1.871, -0.020], [-4.394, -0.078, 0.119], [3.214, -1.581, -2.588], [2.583, -4.156, -2.363], [-0.397, 5.225, 2.536], [2.868, -0.135, -2.642], [4.309, 3.021, -4.221], [-5.440, 0.142, -0.774], [-2.333, -3.638, 3.756], [2.508, -1.909, 2.025], [0.495, -1.106, 0.448], [-5.486, -2.956, 1.519], [4.469, 0.280, -3.980], [1.623, 1.754, -1.826], [-1.926, 0.180, 1.555], [-6.499, -0.750, -0.837], [4.983, 3.602, -3.588], [1.940, -5.442, -0.324], [-3.262, 2.006, -2.396], [-1.904, -5.049, 0.505], [0.361, 4.703, 1.967]], "relative_energy_kcal_mol": 27.7, "total_charge": 1, "e_lumo_ev": -3.79, "molar_mass_g_mol": 936.4, "homo_ev": -10.606, "energy_ev": -67269.2465}